C25H68O23S7 | wB97M-V/def2-TZVPD

Geometry as XYZ:
```
123
Properties=species:S:1:pos:R:3:lowdin_charge:R:1
C -3.54546 -7.92492 1.85103 -0.07
C -3.28524 -7.25070 3.18273 -0.27
O -2.21111 -6.30543 3.18121 -0.25
S -2.48289 -4.80580 2.71596 0.56
C -1.76612 -4.86780 1.09062 -0.11
O -3.89114 -4.63029 2.54128 -0.28
O -1.73747 -3.94501 3.56074 -0.25
H -2.74226 -8.59420 1.55188 0.08
H -3.81228 -7.21245 1.06975 0.07
H -4.46792 -8.50048 1.97085 0.09
H -4.20449 -6.77412 3.52732 0.11
H -3.10547 -8.00251 3.95132 0.12
H -2.51352 -5.37719 0.48831 0.06
H -0.87253 -5.48373 1.14503 0.07
H -1.54751 -3.85996 0.75565 0.05
C 1.39540 0.70413 -4.14135 -0.06
C 2.54178 0.73665 -5.11679 -0.25
O 3.04931 -0.60685 -5.34693 -0.25
S 2.61900 -1.30648 -6.69387 0.53
C 3.71764 -0.57406 -7.87899 -0.11
O 2.94166 -2.67534 -6.54723 -0.26
O 1.28574 -0.91222 -7.01646 -0.28
H 1.07513 1.72883 -3.93057 0.08
H 1.72364 0.25946 -3.20409 0.07
H 0.52804 0.20313 -4.56942 0.07
H 2.33635 1.23828 -6.06079 0.11
H 3.38366 1.27539 -4.67600 0.13
H 3.32501 -0.87786 -8.84558 0.08
H 4.71212 -0.95791 -7.67481 0.08
H 3.67399 0.50570 -7.76567 0.06
C -1.73325 2.46103 -2.14516 -0.06
C -2.92090 1.71555 -1.58156 -0.24
O -3.47417 2.29994 -0.38546 -0.28
S -4.37164 3.63104 -0.50649 0.56
C -5.93865 2.79491 -0.45934 -0.11
O -4.15065 4.33849 0.69942 -0.24
O -4.17590 4.22447 -1.78610 -0.27
H -1.28572 1.89384 -2.96212 0.07
H -1.01425 2.67764 -1.35709 0.06
H -2.06739 3.39745 -2.59303 0.06
H -3.69667 1.57931 -2.34187 0.12
H -2.65779 0.70110 -1.27893 0.11
H -6.69849 3.49677 -0.11423 0.08
H -5.86590 2.04697 0.32403 0.06
H -6.15176 2.44744 -1.46414 0.07
C -0.52547 7.39994 -1.96154 -0.06
C -1.02870 6.36141 -0.98135 -0.25
O 0.05753 6.12526 -0.05288 -0.27
S -0.25017 5.79277 1.47225 0.56
C -0.32784 4.02960 1.35678 -0.11
O 0.90927 6.18232 2.20159 -0.27
O -1.51797 6.32794 1.83547 -0.26
H -0.29339 8.31262 -1.41102 0.08
H -1.28383 7.66052 -2.70031 0.08
H 0.37020 7.06399 -2.48202 0.08
H -1.93963 6.71499 -0.50508 0.12
H -1.21954 5.40790 -1.47781 0.10
H -1.36601 3.75681 1.16994 0.06
H 0.02603 3.58149 2.28320 0.07
H 0.30441 3.68300 0.54234 0.05
C 1.94612 -6.06598 5.16114 -0.06
C 2.07196 -5.77607 3.67427 -0.24
O 2.92770 -4.63217 3.45950 -0.25
S 2.29577 -3.30647 2.86338 0.55
C 3.71191 -2.74558 1.99152 -0.11
O 1.27504 -3.68571 1.93462 -0.29
O 2.00909 -2.42302 3.93733 -0.25
H 1.16307 -5.46083 5.61177 0.08
H 2.89513 -5.86473 5.65769 0.08
H 1.73425 -7.12660 5.29631 0.08
H 2.52110 -6.61886 3.15185 0.12
H 1.08686 -5.60368 3.24446 0.10
H 3.96684 -3.51783 1.27141 0.08
H 4.51021 -2.54200 2.69805 0.08
H 3.43038 -1.83134 1.47108 0.07
C 3.95614 3.25460 -0.55602 -0.06
C 3.82986 4.08000 0.69638 -0.28
O 5.09637 4.19623 1.35862 -0.25
S 5.68299 5.65883 1.60215 0.56
C 4.53317 6.29121 2.76704 -0.12
O 6.93878 5.42113 2.22244 -0.26
O 5.56709 6.40777 0.39762 -0.27
H 4.43821 3.82596 -1.35097 0.08
H 2.96886 2.95646 -0.91045 0.06
H 4.58376 2.38075 -0.37690 0.08
H 3.42059 5.06792 0.46582 0.11
H 3.11636 3.66620 1.41551 0.12
H 4.95619 7.21400 3.15822 0.08
H 4.34376 5.58243 3.56836 0.08
H 3.58585 6.48144 2.26383 0.05
C -3.59570 -1.05994 1.51011 -0.06
C -3.36946 0.26977 2.15872 -0.25
O -3.12085 0.05326 3.56414 -0.24
S -1.70332 0.43569 4.15665 0.56
C -0.71752 -0.79545 3.39445 -0.12
O -1.32513 1.72007 3.64633 -0.29
O -1.81160 0.19977 5.54143 -0.24
H -2.76352 -1.75592 1.62192 0.05
H -3.67174 -0.97258 0.41813 0.08
H -4.49664 -1.59633 1.80874 0.09
H -2.54144 0.80608 1.69144 0.10
H -4.22230 0.94463 2.09640 0.12
H -0.95896 -1.71853 3.91530 0.06
H 0.33780 -0.54304 3.46142 0.07
H -0.94014 -0.92218 2.33604 0.05
C -0.85480 -3.01408 -4.24122 -0.07
C -0.41843 -3.71803 -2.96876 -0.30
O -1.33787 -3.51275 -1.90266 -0.09
H -0.74764 -1.93284 -4.12709 0.06
H -1.89196 -3.21745 -4.50659 0.08
H -0.20959 -3.31501 -5.06842 0.08
H 0.56259 -3.36819 -2.65507 0.11
H -0.33341 -4.78436 -3.20235 0.11
H -2.07660 -4.12383 -1.96185 0.09
C 1.06034 0.62998 -0.34536 -0.08
C 0.69939 -0.82890 -0.39301 -0.30
O -0.70962 -0.95390 -0.19259 -0.08
H 2.13361 0.82325 -0.29657 0.07
H 0.61510 1.01958 0.57452 0.08
H 0.71077 1.16702 -1.22702 0.05
H 1.19309 -1.39060 0.40930 0.09
H 1.01961 -1.29128 -1.33460 0.10
H -0.91223 -1.85074 -0.48056 0.05
```

Values from the calculation:
Highest occupied orbital energy   -10.6921 eV
Energy above the lowest of the compared OMol25 structures with the same formula, charge and spin   0.0 kcal per mole
SMILES   CCOS(C)(=O)=O.CCOS(C)(=O)=O.CCOS(C)(=O)=O.CCOS(C)(=O)=O.CCOS(C)(=O)=O.CCOS(C)(=O)=O.CCOS(C)(=O)=O.CCO.CCO
Total charge   0
Frontier orbital gap   10.689 eV
E_tot   -5511.06495 Eh

C25H69F3K2O30P7 | wB97M-V/def2-TZVPD

Geometry as XYZ:
```
136
Properties=species:S:1:pos:R:3:lowdin_charge:R:1
K -2.77710 3.78671 -6.57828 0.94
K -4.99977 -2.58821 -8.16363 0.98
C -2.82719 0.67728 -2.04774 -0.44
O -3.71224 1.73574 -2.39798 -0.17
O -2.78797 0.10466 -3.33702 -0.32
C -1.45565 1.23696 -1.35180 -0.61
F -0.77546 0.30814 -0.69698 0.13
F -0.59766 1.64200 -2.26134 0.15
F -1.75529 2.08271 -0.38788 0.14
C -4.66460 2.16567 -1.41438 -0.29
C -5.03852 3.54646 -1.80826 -0.10
H -5.75566 4.04669 -1.15742 0.07
H -4.13900 4.15799 -1.87906 0.08
H -5.58138 3.54922 -2.75346 0.06
H -4.16915 2.14425 -0.44372 0.11
H -5.50184 1.46919 -1.45972 0.12
H -3.34028 0.02503 -1.34105 0.13
C 5.77797 -2.62612 3.68936 -0.18
O 6.17003 -2.36184 4.95533 -0.24
P 6.55187 -0.80152 5.24785 0.56
O 7.48423 -0.10947 4.32508 -0.24
O 6.97426 -0.85163 6.88852 -0.24
C 7.71903 -2.05595 7.31800 -0.09
O 5.05558 -0.03743 5.28307 -0.23
C 3.98862 -0.62019 5.99664 -0.14
H 5.07882 -3.46170 3.72232 0.09
H 6.51791 -3.06185 3.01800 0.10
H 5.21547 -1.82857 3.20396 0.10
H 8.60784 -1.82158 7.90383 0.09
H 8.05494 -2.63960 6.46090 0.07
H 7.05788 -2.75075 7.83590 0.08
H 3.18777 -0.72276 5.26437 0.09
H 3.55116 0.02074 6.76211 0.09
H 4.17380 -1.60068 6.43531 0.09
C -3.81923 -3.01433 5.75539 -0.07
O -3.63216 -4.28188 6.44785 -0.26
P -2.25476 -5.18126 6.35721 0.54
O -1.02656 -4.55163 6.97581 -0.28
O -2.23614 -5.54273 4.71371 -0.24
C -1.20849 -4.97772 3.88316 -0.14
O -2.63769 -6.64016 6.99196 -0.25
C -1.68180 -7.41713 7.85700 -0.04
H -2.92059 -2.83827 5.16419 0.07
H -3.85515 -2.21694 6.49767 0.09
H -4.72184 -3.10917 5.15172 0.09
H -1.05519 -3.90264 3.97698 0.08
H -1.27573 -5.39627 2.87897 0.09
H -0.15852 -5.15018 4.11960 0.07
H -0.68668 -6.98239 7.95102 0.08
H -1.50759 -8.41634 7.45785 0.08
H -2.29387 -7.53400 8.75132 0.09
C -1.74452 5.77564 6.26681 -0.09
O -2.92774 6.02840 7.03774 -0.23
P -3.14281 7.29776 7.99110 0.48
O -4.48908 7.22926 8.64459 -0.25
O -1.88470 7.16848 9.04441 -0.24
C -1.62725 7.97830 10.14630 -0.11
O -2.82376 8.59909 7.03599 -0.24
C -3.66054 8.74065 5.90280 -0.12
H -1.24828 4.96508 6.80053 0.09
H -1.08192 6.61653 6.47165 0.08
H -1.76235 5.66830 5.18226 0.09
H -0.59878 8.15886 9.83367 0.09
H -1.53926 7.51880 11.13079 0.09
H -2.32925 8.81206 10.13352 0.09
H -3.04083 8.57550 5.02145 0.09
H -4.13199 9.72326 5.92076 0.09
H -4.48260 8.03044 5.99179 0.08
C -5.02130 -7.42597 -2.26275 -0.17
O -6.02757 -7.97905 -2.97497 -0.21
P -6.95411 -7.04756 -3.97352 0.52
O -6.36194 -6.80921 -5.30262 -0.26
O -8.34670 -7.91061 -3.97371 -0.23
C -8.91814 -8.40846 -2.76500 -0.10
O -7.28428 -5.68195 -3.08661 -0.25
C -7.82351 -4.42028 -3.50198 -0.10
H -4.02935 -7.78739 -2.53385 0.09
H -5.09224 -7.75167 -1.22496 0.09
H -5.07397 -6.33732 -2.27613 0.09
H -8.55086 -9.41549 -2.56726 0.09
H -9.99444 -8.34123 -2.92359 0.10
H -8.59712 -7.79630 -1.92220 0.08
H -8.15009 -4.25257 -4.52830 0.08
H -7.02213 -3.68173 -3.52277 0.08
H -8.47585 -4.00149 -2.73569 0.09
C -4.42783 9.02298 -7.99394 -0.07
O -4.48883 9.73335 -6.68189 -0.25
P -3.05306 10.06244 -5.95385 0.40
O -2.23546 8.87999 -5.72017 -0.25
O -2.35191 11.09487 -6.93893 -0.22
C -1.16083 11.83585 -6.75882 -0.10
O -3.38975 10.98199 -4.66380 -0.22
C -4.69580 10.84658 -4.03384 -0.07
H -5.21182 9.21097 -8.72751 0.09
H -4.60861 8.02888 -7.58506 0.07
H -3.46049 8.74541 -8.41262 0.08
H -0.39864 11.69163 -7.52457 0.09
H -0.71656 11.71444 -5.77090 0.09
H -1.38120 12.89721 -6.64458 0.09
H -4.49527 10.28883 -3.11907 0.10
H -5.48971 10.43304 -4.65578 0.08
H -5.01523 11.88677 -3.97041 0.09
C 3.18014 -9.08612 -0.94506 -0.14
O 2.94280 -8.12744 -1.92198 -0.24
P 3.85061 -8.16656 -3.33466 0.55
O 3.84794 -9.41653 -4.13279 -0.24
O 3.34988 -6.77279 -4.10531 -0.24
C 3.29921 -5.51985 -3.51631 -0.14
O 5.32022 -7.79745 -2.73123 -0.24
C 6.46992 -7.97420 -3.56510 -0.10
H 2.19226 -9.41175 -0.61923 0.09
H 3.79749 -8.63175 -0.17012 0.09
H 3.70196 -9.96116 -1.33252 0.09
H 2.24915 -5.28022 -3.34878 0.09
H 3.85859 -4.84392 -4.16309 0.10
H 3.71740 -5.55225 -2.51023 0.08
H 6.92087 -7.01524 -3.82031 0.08
H 6.38102 -8.58735 -4.46190 0.09
H 7.20097 -8.36244 -2.85592 0.09
C 9.50763 -0.41934 -3.94322 -0.13
O 9.54417 0.74725 -4.78142 -0.22
P 8.25783 1.20796 -5.68134 0.45
O 7.57520 0.05224 -6.32089 -0.25
O 7.33371 2.04092 -4.64502 -0.24
C 6.85323 1.73009 -3.37764 -0.13
O 8.89458 2.31879 -6.64784 -0.22
C 9.32985 3.61910 -6.11421 -0.05
H 8.57648 -0.82777 -3.55049 0.08
H 10.04485 -0.25683 -3.00884 0.08
H 9.93851 -1.36459 -4.27326 0.08
H 6.41915 0.76120 -3.13076 0.09
H 6.12806 2.54318 -3.34455 0.10
H 7.56151 1.78558 -2.55099 0.09
H 8.90037 4.31775 -6.83222 0.09
H 10.40318 3.74635 -6.25523 0.09
H 8.95511 3.70519 -5.09428 0.08
```

Values from the calculation:
Highest occupied orbital energy   -7.7994 eV
Total charge   +1
Frontier orbital gap   3.389 eV
E_tot   -7140.17450 Eh

What is the E_tot in the second record?
-7140.17450 Eh

The lowest total charge belongs to which entry?
C25H68O23S7

Among the records above, which one has the highest frontier orbital gap?
C25H68O23S7